Computed, not measured: 2 unconnected molecules or ions with the total composition C3HClF4S, with ωB97M-V/def2-TZVPD.

XYZ file:
```
10
Properties=species:S:1:pos:R:3
Cl 0.289 3.522 -3.075
S 2.011 3.810 -2.010
F 3.157 0.028 -0.284
F 1.398 -1.005 0.294
F -1.486 1.506 -0.994
F 2.247 -1.012 -1.813
C 0.806 0.607 -0.989
C 1.922 -0.262 -0.770
C -0.331 0.991 -0.801
H 2.703 2.751 -2.352
```

Results
Highest occupied orbital energy   -9.74 eV
SMILES   FC#CC(F)(F)F.SCl
Frontier orbital gap   9.4 eV